No. 1
Computed, not measured: a structure of composition C4H4N2O in a non-equilibrium geometry, with the ωB97M-V functional and the def2-TZVPD basis.

Structure (ORCA input):
```
! wB97M-V def2-TZVPD RIJCOSX def2/J DEFGRID3
* xyz 0 1
C -0.929 -0.203 -1.148
C 0.103 -0.280 0.592
C 0.931 0.233 1.499
C 0.221 0.569 -0.470
H -0.715 -0.590 -2.201
H -1.919 0.458 -1.029
H -0.612 -2.028 -0.287
H 1.352 0.018 2.443
N -0.932 -1.144 0.014
N 1.028 1.600 -0.362
O 1.469 1.367 0.950
*
```

Calculated values
E_LUMO: 0.88 eV
orbital gap: 10.281 eV



No. 2
Computed, not measured: an isolated molecule of C4H4N2O in a non-equilibrium geometry, with the ωB97M-V functional and the def2-TZVPD basis.

Structure (ORCA input):
```
! wB97M-V def2-TZVPD RIJCOSX def2/J DEFGRID3
* xyz 0 1
O -1.710 1.555 -1.670
C -1.062 0.874 -0.948
C -1.190 -0.387 -0.324
C -0.219 -1.038 0.414
N 1.022 -0.622 0.663
C 1.385 0.999 0.169
N 0.517 1.615 -0.458
H -2.144 -0.888 -0.447
H -0.539 -2.003 0.828
H 1.531 -1.306 1.243
H 2.409 1.200 0.529
*
```

Calculated values
E_LUMO: 0.60 eV
orbital gap: 9.640 eV



No. 3
Computed, not measured: a cluster of 3 separate species, C4H4N2O in total in a non-equilibrium geometry, with the ωB97M-V functional and the def2-TZVPD basis.

Structure (ORCA input):
```
! wB97M-V def2-TZVPD RIJCOSX def2/J DEFGRID3
* xyz 0 1
N -0.973 1.239 -1.988
C -1.557 0.662 -1.082
O -1.999 0.072 -0.180
H -1.467 1.769 -2.689
C 0.696 -1.296 2.105
C -0.503 -1.200 2.111
H 1.762 -1.362 2.069
H -1.566 -1.105 2.099
C 1.874 0.410 -0.837
N 2.605 -0.059 -0.078
H 1.165 0.839 -1.524
*
```

Calculated values
E_LUMO: 0.43 eV
orbital gap: 10.651 eV



No. 4
Computed, not measured: a cluster of 2 separate species, C4H4N2O in total, with the ωB97M-V functional and the def2-TZVPD basis.

Structure (ORCA input):
```
! wB97M-V def2-TZVPD RIJCOSX def2/J DEFGRID3
* xyz 0 1
N 2.499 0.743 0.447
C 1.720 -0.042 0.090
C 0.847 -1.042 -0.389
O -0.413 -1.123 -0.078
C -1.206 -0.365 0.620
C -0.792 0.790 1.318
N -0.528 1.748 1.921
H 1.190 -1.847 -1.021
H -0.231 0.805 -1.939
H -0.864 1.056 -1.632
H -2.223 -0.724 0.663
*
```

Calculated values
E_LUMO (spin up / spin down): -1.27 / -1.27 eV
orbital gap (spin up / spin down): 7.843 / 7.840 eV



No. 5
Computed, not measured: an isolated molecule of C4H4N2O in a non-equilibrium geometry, with the ωB97M-V functional and the def2-TZVPD basis.

Structure (ORCA input):
```
! wB97M-V def2-TZVPD RIJCOSX def2/J DEFGRID3
* xyz 0 1
C -1.949 -0.780 0.103
C -0.466 -0.561 -0.134
N 0.521 -1.349 -0.140
C 1.662 -0.593 0.078
N 1.407 0.678 0.111
C 0.029 0.779 -0.127
O -0.639 1.846 -0.010
H -2.460 -0.163 -0.643
H -2.078 -0.282 0.973
H -2.186 -1.849 0.262
H 2.687 -0.840 0.171
*
```

Calculated values
E_LUMO: -1.98 eV
orbital gap: 8.398 eV



No. 6
Computed, not measured: an isolated molecule of C4H4N2O in a non-equilibrium geometry, with the ωB97M-V functional and the def2-TZVPD basis.

Structure (ORCA input):
```
! wB97M-V def2-TZVPD RIJCOSX def2/J DEFGRID3
* xyz 0 1
C -1.121 -0.132 0.481
C -0.205 -1.088 0.569
O 1.129 -0.917 0.393
C 1.373 -0.278 -0.847
N 0.995 0.839 -1.225
N 0.260 1.723 -0.420
C -0.721 1.238 0.300
H -2.172 -0.405 0.564
H -0.415 -2.087 0.804
H 2.213 -0.827 -1.388
H -1.337 1.934 0.770
*
```

Calculated values
E_LUMO: 0.27 eV
orbital gap: 9.767 eV



No. 7
Computed, not measured: an isolated molecule of C4H4N2O, with the ωB97M-V functional and the def2-TZVPD basis.

Structure (ORCA input):
```
! wB97M-V def2-TZVPD RIJCOSX def2/J DEFGRID3
* xyz 0 1
O 2.390 -1.316 -0.068
C 1.289 -0.806 -0.027
C 1.097 0.653 -0.008
C -0.142 1.169 0.008
N -1.232 0.328 0.022
C -1.028 -1.023 0.016
N 0.116 -1.599 -0.002
H 1.972 1.292 -0.020
H -0.357 2.231 0.006
H -2.168 0.700 0.049
H -1.936 -1.628 0.024
*
```

Calculated values
E_LUMO: 0.35 eV
orbital gap: 9.661 eV



No. 8
Computed, not measured: a cluster of 2 separate species, C4H4N2O in total, with the ωB97M-V functional and the def2-TZVPD basis.

Structure (ORCA input):
```
! wB97M-V def2-TZVPD RIJCOSX def2/J DEFGRID3
* xyz 0 1
O -0.663 2.276 0.603
C -0.240 1.219 0.230
C -0.629 -0.151 0.432
C -0.221 -1.266 0.064
N 0.870 -1.305 -0.742
C 1.382 -0.052 -1.039
N 0.912 1.066 -0.624
H 1.293 -2.147 -1.103
H 2.259 -0.050 -1.682
H -2.274 0.058 2.200
H -2.688 0.351 1.660
*
```

Calculated values
E_LUMO: -0.63 eV
orbital gap: 9.358 eV



No. 9
Computed, not measured: an isolated molecule of C4H4N2O in a non-equilibrium geometry, with the ωB97M-V functional and the def2-TZVPD basis.

Structure (ORCA input):
```
! wB97M-V def2-TZVPD RIJCOSX def2/J DEFGRID3
* xyz 0 1
O 1.995 0.946 -1.462
C 1.264 -0.029 -1.461
C 0.229 -0.232 -0.431
C -0.772 -1.144 -0.061
N -1.333 -0.754 1.127
C -0.805 0.394 1.426
N 0.161 0.736 0.559
H 1.361 -0.810 -2.235
H -1.702 -1.627 -0.330
H -1.182 0.998 2.229
H 0.784 1.523 0.640
*
```

Calculated values
E_LUMO: 0.01 eV
orbital gap: 9.418 eV



No. 10
Computed, not measured: an isolated molecule of C4H4N2O2 in a non-equilibrium geometry, with the ωB97M-V functional and the def2-TZVPD basis.

Structure (ORCA input):
```
! wB97M-V def2-TZVPD RIJCOSX def2/J DEFGRID3
* xyz 0 1
C 2.154 0.163 0.010
O 0.920 0.954 0.011
C -0.218 0.241 0.026
N -0.379 -1.027 -0.046
C -1.796 -1.183 0.031
N -2.500 -0.073 0.002
C -1.544 0.933 0.043
O -1.839 2.095 -0.023
H 3.036 0.868 -0.025
H 2.216 -0.356 -0.948
H 2.195 -0.465 0.957
H -2.247 -2.151 -0.037
*
```

Calculated values
E_LUMO: -1.38 eV
orbital gap: 9.057 eV



No. 11
Computed, not measured: an isolated molecule of C4H4N2O2 in a non-equilibrium geometry, with the ωB97M-V functional and the def2-TZVPD basis.

Structure (ORCA input):
```
! wB97M-V def2-TZVPD RIJCOSX def2/J DEFGRID3
* xyz 0 1
C -2.295 -0.227 0.059
C -1.134 0.495 0.068
N 0.055 -0.011 -0.022
O 0.618 -1.264 -0.211
C 2.048 -0.974 0.007
N 2.445 0.187 0.067
C 1.165 0.886 -0.089
O 0.970 2.125 -0.068
H -3.221 0.284 0.011
H -2.380 -1.353 -0.114
H -0.989 1.584 -0.155
H 2.721 -1.730 0.449
*
```

Calculated values
E_LUMO: -0.11 eV
orbital gap: 8.603 eV



No. 12
Computed, not measured: a structure of composition C4H4N2O2 in a non-equilibrium geometry, with the ωB97M-V functional and the def2-TZVPD basis.

Structure (ORCA input):
```
! wB97M-V def2-TZVPD RIJCOSX def2/J DEFGRID3
* xyz 0 1
C -1.355 -1.185 1.044
C -0.488 -0.452 0.185
C 0.446 0.682 -1.277
C 1.401 0.539 -0.006
H -2.564 -1.586 0.886
H -1.590 -0.106 1.834
H -0.805 -1.963 1.840
H 1.592 1.938 -2.100
N -0.722 -0.086 -1.041
N 0.682 1.531 -2.253
O 2.585 0.931 0.170
O 0.818 -0.241 0.718
*
```

Calculated values
E_LUMO: -0.73 eV
orbital gap: 9.562 eV



Energy relative to the best compared isomer or geometry (same formula, charge and spin)? In order: 431.7 221.4 290.5 479.0 207.3 297.4 15.4 451.6 148.2 207.8 435.8 374.1 kJ/mol.
Electronic energy? In order: -339.4172 -339.4974 -339.4710 -339.3992 -339.5027 -339.4684 -339.5758 -339.4097 -339.5252 -414.7670 -414.6802 -414.7037 Eh.